Version w
Molecular formula: C2H4N4S
Method: DFT, ωB97M-V/def2-TZVPD

Each atom is followed by the atoms it is bonded to, with distances in Å.
Cartesian coordinates (Å):
1 S 0.61 -4.05 -0.79  N2 1.609
2 N 0.14 -2.51 -0.72  S1 1.609, N3 1.222, N7 1.448
3 N 0.08 -1.97 0.37  N2 1.222, C4 1.398
4 C -0.23 -0.62 0.55  N3 1.398, C5 1.544, H8 1.110, H9 1.183
5 C 0.07 0.15 -0.76  C4 1.544, N6 1.362, H10 1.141, H11 1.075
6 N 0.34 -0.59 -1.87  C5 1.362, N7 1.230
7 N 0.15 -1.80 -1.98  N2 1.448, N6 1.230
8 H 0.41 -0.28 1.38  C4 1.110
9 H -1.33 -0.41 0.94  C4 1.183
10 H -0.67 0.93 -1.15  C5 1.141
11 H 0.98 0.62 -0.46  C5 1.075

E_HOMO (alpha / beta) = -0.3184 / -0.3185 hartree
Total charge = 0
Kohn-Sham gap (alpha / beta) = 7.408 / 7.414 eV

***

Version x
Molecular formula: C2H4N4S
Method: DFT, ωB97M-V/def2-TZVPD

Each atom is followed by the atoms it is bonded to, with distances in Å.
Cartesian coordinates (Å):
1 N 0.19 1.66 0.00  N2 1.386, H8 1.029, H9 1.020
2 N -0.18 0.32 -0.01  N1 1.386, N3 1.355, C6 1.359
3 N -1.47 -0.10 0.01  N2 1.355, C4 1.319
4 C -1.33 -1.41 0.00  N3 1.319, N5 1.353, H10 1.113
5 N -0.05 -1.86 0.00  C4 1.353, C6 1.318
6 C 0.65 -0.75 0.00  N2 1.359, N5 1.318, S7 1.749
7 S 2.40 -0.65 0.00  C6 1.749, H11 1.340
8 H -0.21 2.11 0.83  N1 1.029
9 H -0.22 2.10 -0.82  N1 1.020
10 H -2.19 -2.11 -0.01  C4 1.113
11 H 2.42 0.69 -0.02  S7 1.340

E_HOMO = -0.3322 hartree
Total charge = 0
Kohn-Sham gap = 9.734 eV

***

It turns out version x is the most stable, with the second structure 4.392 eV higher.

***

Version w
Molecular formula: C4H11NS2
Method: DFT, ωB97M-V/def2-TZVPD

Each atom is followed by the atoms it is bonded to, with distances in Å.
Cartesian coordinates (Å):
1 C -3.53 0.23 0.66  C2 1.515, H8 1.084, H9 1.089, H10 1.095
2 C -2.60 -0.33 -0.39  C1 1.515, N3 1.461, H11 1.099, H12 1.088
3 N -1.22 -0.26 0.08  C2 1.461, C4 1.467, H13 1.015
4 C -0.29 -0.94 -0.84  N3 1.467, C5 1.514, H14 1.095, H15 1.091
5 C 0.96 -1.44 -0.16  C4 1.514, S6 1.834, H16 1.092, H17 1.087
6 S 1.89 -0.20 0.82  C5 1.834, S7 2.070
7 S 1.93 1.47 -0.41  S6 2.070, H18 1.342
8 H -3.35 -0.33 1.58  C1 1.084
9 H -4.58 0.18 0.38  C1 1.089
10 H -3.36 1.29 0.89  C1 1.095
11 H -2.72 0.13 -1.38  C2 1.099
12 H -2.87 -1.37 -0.56  C2 1.088
13 H -0.95 0.72 0.05  N3 1.015
14 H -0.81 -1.81 -1.25  C4 1.095
15 H -0.03 -0.31 -1.70  C4 1.091
16 H 0.76 -2.21 0.59  C5 1.092
17 H 1.63 -1.85 -0.92  C5 1.087
18 H 1.15 2.24 0.37  S7 1.342

E_HOMO = -0.3231 hartree
Total charge = 0
Kohn-Sham gap = 9.309 eV

***

Version x
Molecular formula: C4H11NS2
Method: DFT, ωB97M-V/def2-TZVPD

Each atom is followed by the atoms it is bonded to, with distances in Å.
Cartesian coordinates (Å):
1 C -0.96 -1.09 1.55  C2 1.554, H8 1.084, H9 1.102, H10 1.093
2 C -1.36 -1.84 0.25  C1 1.554, S3 1.841, H11 1.079, H12 1.078
3 S -0.09 -1.93 -1.08  C2 1.841, S4 2.055
4 S -0.55 -0.26 -2.19  S3 2.055, C5 1.817
5 C -0.24 1.14 -1.08  S4 1.817, C6 1.613, H13 1.104, H14 1.092
6 C 1.36 1.31 -0.93  C5 1.613, N7 1.504, H15 1.085, H16 1.083
7 N 1.82 0.86 0.43  C6 1.504, H17 1.013, H18 1.014
8 H -1.33 -0.07 1.60  C1 1.084
9 H -1.36 -1.62 2.43  C1 1.102
10 H 0.13 -1.07 1.52  C1 1.093
11 H -1.36 -2.89 0.52  C2 1.079
12 H -2.21 -1.40 -0.23  C2 1.078
13 H -0.46 2.05 -1.67  C5 1.104
14 H -0.81 1.27 -0.16  C5 1.092
15 H 1.80 0.69 -1.70  C6 1.085
16 H 1.50 2.39 -0.93  C6 1.083
17 H 2.81 1.02 0.57  N7 1.013
18 H 1.31 1.44 1.09  N7 1.014

E_HOMO = -0.2971 hartree
Total charge = 0
Kohn-Sham gap = 8.957 eV

***

It turns out version w is the most stable, with the second structure 0.553 eV higher.

***

Version w
Molecular formula: C2H3N3O2S
Method: DFT, ωB97M-V/def2-TZVPD

Each atom is followed by the atoms it is bonded to, with distances in Å.
Cartesian coordinates (Å):
1 H 0.57 3.27 0.85  N2 0.976
2 N -0.29 2.83 0.73  H1 0.976, C3 1.280
3 C -0.30 1.59 0.41  N2 1.280, N4 1.444, O9 1.419
4 N -1.43 0.75 0.12  C3 1.444, N5 1.428, H10 1.044
5 N -0.88 -0.47 -0.39  N4 1.428, O6 1.316, C7 1.355
6 O -1.59 -1.55 -0.14  N5 1.316, H11 1.153
7 C 0.46 -0.47 -0.20  N5 1.355, S8 1.627, O9 1.428
8 S 1.64 -1.57 -0.48  C7 1.627
9 O 0.86 0.77 0.38  C3 1.419, C7 1.428
10 H -2.00 1.37 -0.49  N4 1.044
11 H -1.66 -1.74 1.00  O6 1.153

E_HOMO = -0.3427 hartree
Total charge = 0
Kohn-Sham gap = 9.043 eV

***

Version x
Molecular formula: C2H3N3O2S
Method: DFT, ωB97M-V/def2-TZVPD

Each atom is followed by the atoms it is bonded to, with distances in Å.
Cartesian coordinates (Å):
1 C -0.87 0.15 0.13  N6 1.222, N7 1.526, O10 1.436
2 C 1.00 1.15 -0.19  H4 1.056, N7 1.289, N8 1.405
3 H -3.61 -0.84 -0.95  no bonds
4 H 1.85 1.70 -0.51  C2 1.056
5 H 2.59 -0.20 1.41  S11 1.556
6 N -2.09 0.03 0.15  C1 1.222, O9 1.517
7 N -0.16 1.49 0.24  C1 1.526, C2 1.289
8 N 1.15 -0.21 -0.51  C2 1.405, O10 1.456, S11 1.743
9 O -2.57 -1.40 -0.01  N6 1.517
10 O 0.08 -0.92 0.17  C1 1.436, N8 1.456
11 S 2.62 -0.95 0.05  H5 1.556, N8 1.743

E_HOMO = -0.3554 hartree
Total charge = 0
Kohn-Sham gap = 8.962 eV

***

It turns out version w is the most stable, with the second structure 4.518 eV higher.

***

Version w
Molecular formula: C10H13O3
Method: DFT, ωB97M-V/def2-TZVPD

Each atom is followed by the atoms it is bonded to, with distances in Å.
Cartesian coordinates (Å):
1 C 2.89 -1.94 1.30  C7 1.472, H14 1.226, H15 1.119, H16 1.010
2 C 1.54 1.09 -1.49  C3 1.424, C4 1.476, O8 1.242
3 C 1.79 1.39 -0.12  C2 1.424, C5 1.394, H10 1.003
4 C 1.42 -0.35 -1.80  C2 1.476, C6 1.334, H11 1.127
5 C 2.14 0.40 0.80  C3 1.394, C7 1.369, H12 1.043
6 C 1.95 -1.22 -0.95  C4 1.334, C7 1.465, H13 1.047
7 C 2.41 -0.88 0.40  C1 1.472, C5 1.369, C6 1.465
8 O 1.25 1.85 -2.42  C2 1.242
9 H -1.58 1.66 1.91  O21 1.073
10 H 1.71 2.36 0.15  C3 1.003
11 H 1.01 -0.62 -2.82  C4 1.127
12 H 2.30 0.74 1.77  C5 1.043
13 H 1.90 -2.21 -1.29  C6 1.047
14 H 1.98 -2.65 1.72  C1 1.226
15 H 3.47 -1.52 2.16  C1 1.119
16 H 3.60 -2.50 0.84  C1 1.010
17 C -2.53 0.60 0.08  C18 1.581, C19 1.487, H22 1.080, H23 1.146
18 C -3.35 0.20 -1.21  C17 1.581, H24 1.018, H25 1.108, H26 1.140
19 C -3.26 0.66 1.37  C17 1.487, O20 1.202, O21 1.393
20 O -4.14 0.01 1.87  C19 1.202
21 O -2.54 1.40 2.31  H9 1.073, C19 1.393
22 H -1.74 -0.14 0.10  C17 1.080
23 H -1.72 1.40 -0.05  C17 1.146
24 H -3.76 1.07 -1.53  C18 1.018
25 H -4.10 -0.61 -1.06  C18 1.108
26 H -2.66 -0.19 -2.03  C18 1.140

E_HOMO = -0.1001 hartree
Total charge = -1
Kohn-Sham gap = 5.865 eV

***

Version x
Molecular formula: C10H13O3
Method: DFT, ωB97M-V/def2-TZVPD

Each atom is followed by the atoms it is bonded to, with distances in Å.
Cartesian coordinates (Å):
1 C -3.48 -2.33 1.80  C5 1.558, H13 1.093, H14 1.080, H16 1.076
2 C -0.38 -1.76 -0.47  C3 1.443, C4 1.403, H9 1.079
3 C 0.44 -1.00 0.44  C2 1.443, C6 1.420, O8 1.284
4 C -1.64 -2.18 -0.01  C2 1.403, C5 1.354, H10 1.092
5 C -2.10 -1.88 1.23  C1 1.558, C4 1.354, C7 1.421
6 C -0.10 -0.70 1.72  C3 1.420, C7 1.369, H11 1.086
7 C -1.40 -0.96 2.05  C5 1.421, C6 1.369, H15 1.077
8 O 1.66 -0.74 0.13  C3 1.284
9 H 0.04 -1.84 -1.46  C2 1.079
10 H -2.17 -2.81 -0.73  C4 1.092
11 H 0.53 -0.21 2.45  C6 1.086
12 H 1.22 1.34 0.70  O20 0.973
13 H -3.31 -3.03 2.62  C1 1.093
14 H -4.04 -2.93 1.09  C1 1.080
15 H -1.78 -0.72 3.03  C7 1.077
16 H -4.03 -1.43 2.01  C1 1.076
17 C 2.01 1.50 -1.77  C18 1.529, C19 1.505, H22 1.087, H23 1.099
18 C 0.97 1.14 -2.84  C17 1.529, H24 1.096, H25 1.126, H26 1.089
19 C 1.38 2.51 -0.85  C17 1.505, O20 1.370, O21 1.202
20 O 1.59 2.21 0.47  H12 0.973, C19 1.370
21 O 0.78 3.51 -1.13  C19 1.202
22 H 2.20 0.59 -1.21  C17 1.087
23 H 2.94 1.92 -2.19  C17 1.099
24 H 0.88 0.09 -3.12  C18 1.096
25 H 1.11 1.39 -3.93  C18 1.126
26 H -0.03 1.54 -2.67  C18 1.089

E_HOMO = -0.1140 hartree
Total charge = -1
Kohn-Sham gap = 6.718 eV

***

It turns out version x is the most stable, with the second structure 1.369 eV higher.